The following is a DFT calculation (wB97M-V/def2-TZVPD) of a structure of composition C24H17BCl3F4NO2PdS.

Structure (XYZ):
```
54
Properties=species:S:1:pos:R:3:forces:R:3:mulliken_spin:R:1
Pd -2.04175 1.07933 0.57085 -0.2486 -0.0459 -0.1335 0.863
Cl -5.96611 -2.64426 -4.29473 0.0786 0.0510 0.0308 0.000
C -4.76677 -1.64959 -3.47629 0.1592 -0.1035 -0.2450 0.003
C -5.10070 -1.00295 -2.30660 -0.0355 0.1269 0.2311 -0.002
C -4.15514 -0.22288 -1.66406 -0.1831 -0.2507 -0.3243 -0.008
Cl -4.61320 0.59933 -0.20894 0.0634 0.1286 0.1988 0.022
C -2.83271 -0.04371 -2.14572 0.4235 0.1415 0.0706 0.005
O -1.94986 0.67656 -1.57291 -0.0643 -0.1491 -0.1776 0.041
C -2.56321 -0.74200 -3.36423 -0.2081 0.0237 0.1360 0.009
Cl -0.97348 -0.57487 -4.04852 0.0318 0.0032 -0.0022 0.001
C -3.49258 -1.52378 -4.01669 -0.1122 0.0055 0.0596 0.000
H -6.09252 -1.10095 -1.88650 0.0078 0.0071 0.0052 0.000
H -3.22622 -2.03156 -4.93301 -0.0034 -0.0037 -0.0055 0.000
O -1.06845 -2.20828 0.81236 0.1201 -0.1348 -0.0301 0.002
S -0.03286 -1.64503 -0.11306 -0.0450 0.3407 0.3731 0.002
C 1.29841 -2.85991 -0.20264 -0.0631 0.0738 -0.1772 0.008
C 1.60088 -3.63428 0.90480 -0.0423 -0.0238 0.0931 -0.007
C 2.60202 -4.59077 0.82012 0.0161 0.0052 -0.0407 0.001
C 3.29314 -4.77372 -0.37299 -0.0225 0.0283 -0.0210 0.000
C 2.97247 -4.00570 -1.48657 -0.0134 -0.0228 0.0602 0.001
C 1.96398 -3.05406 -1.40322 0.0288 0.0396 -0.0102 0.000
C 0.89477 -0.44235 0.75400 -0.0075 0.3337 -0.2735 0.094
C 2.28227 -0.36984 0.99737 0.1554 -0.3419 0.1711 0.053
C 2.96658 0.60203 1.68156 -0.0031 0.1074 0.0235 -0.050
C 2.29409 1.76624 2.38715 -0.0494 -0.0710 -0.0299 0.035
C 1.17748 1.17623 3.21306 0.6289 -0.0688 0.2659 -0.001
C 0.14804 0.70393 2.53568 -0.4237 0.0030 -0.5356 -0.008
H 1.04133 -3.46616 1.81748 -0.0052 -0.0085 -0.0114 0.000
H 2.85137 -5.19335 1.68573 -0.0083 0.0038 0.0062 0.000
H 4.07719 -5.51926 -0.43712 0.0010 -0.0025 0.0019 0.000
H 3.50428 -4.15295 -2.41898 -0.0021 0.0041 -0.0061 0.000
H 1.69209 -2.44913 -2.26125 0.0058 -0.0044 0.0023 0.000
H 2.87741 -1.20211 0.63704 0.0423 0.0228 0.0121 0.000
H 4.03968 0.49675 1.79001 0.0015 -0.0276 -0.0288 0.003
H 3.00693 2.31178 3.01023 0.0530 -0.0714 0.0202 0.001
H 1.31908 0.93463 4.25988 -0.1146 0.1794 0.0579 0.001
H -0.67352 0.12189 2.92549 -0.0112 0.0102 0.0696 0.000
F -4.90706 3.18869 2.45959 0.0361 -0.0120 0.0410 0.000
B -3.51175 3.14915 2.60081 0.0295 0.0208 -0.2138 0.000
F -3.09848 1.76651 2.62495 0.1192 0.0552 -0.0099 0.010
F -2.89481 3.75836 1.49064 -0.0745 -0.0671 0.1895 0.002
F -3.11778 3.76520 3.79035 -0.0134 -0.0192 0.0076 0.000
N 0.14686 0.79799 1.07687 -0.0913 -0.3466 0.2767 0.069
C 0.79902 1.93930 0.49505 -0.1844 0.0298 0.0842 0.414
C 1.62343 2.77845 1.41477 0.0545 0.0120 -0.0547 -0.086
C 2.55524 3.68534 0.67515 -0.0954 -0.0695 -0.0511 0.356
C 2.50930 3.82387 -0.67122 0.0102 0.0013 0.0036 -0.177
C 1.60445 3.06818 -1.46442 -0.0050 -0.0399 0.1177 0.462
C 0.78878 2.09828 -0.85616 0.0894 0.0722 -0.1480 -0.210
H 0.96242 3.39305 2.04951 -0.0346 0.0039 -0.0013 0.078
H 3.25993 4.25866 1.26914 0.0081 0.0158 -0.0117 0.009
H 3.18415 4.52153 -1.15804 -0.0027 -0.0077 -0.0154 -0.007
H 1.57674 3.20430 -2.53703 -0.0077 0.0002 -0.0100 0.036
H 0.16513 1.43791 -1.44876 0.0111 0.0417 -0.0409 -0.024
```
Positions in Å, forces in eV/Å.

The HOMO energy (spin up / spin down) comes out at -0.03172 / -0.03872 hartree. As for the multiplicity: 3. As for the charge: -2. The value obtained for the HOMO-LUMO gap (spin up / spin down) is 0.186 / 0.193 Ha. The expectation value of S² is 2.04.

The following is a DFT calculation (wB97M-V/def2-TZVPD) of a structure of composition C24H17Br2F3O4Pd.

Structure (XYZ):
```
51
Properties=species:S:1:pos:R:3:forces:R:3:mulliken_spin:R:1
Pd 0.52101 0.50256 -0.03122 -0.8266 -0.5923 -0.8243 1.211
Br 0.59548 3.02345 0.26603 0.0191 0.0331 0.0184 0.119
Br 0.58232 -2.04950 0.58274 0.2751 0.3287 0.1398 0.145
C -0.99895 1.03144 -3.98670 -0.0717 0.4407 0.0439 0.075
C -1.02889 0.14016 -2.96654 0.2322 -0.1577 -0.2133 -0.022
C -2.04695 -1.04913 -3.03330 0.2588 -0.4713 0.3506 0.028
O -2.15629 -1.75261 -2.03442 -0.0714 0.1066 0.3124 0.058
C -2.70090 -1.27404 -4.25491 0.3862 0.3024 0.1383 0.032
C -2.66108 -0.37589 -5.33658 -0.5868 -0.4377 0.2086 -0.001
C -1.77253 0.86828 -5.18791 0.2643 0.2606 0.0356 0.007
O -1.68522 1.66891 -6.10628 -0.1004 0.1796 -0.2811 0.012
O -3.32635 -0.49774 -6.36922 -0.0260 0.0062 -0.4906 -0.004
O -0.21490 0.19329 -1.99090 0.0100 -0.0393 0.6518 0.369
H -0.37816 1.91199 -3.87177 0.0852 -0.0140 -0.2232 -0.005
H -3.26120 -2.19856 -4.28500 -0.2268 0.0871 -0.2457 0.000
F -1.78244 0.37347 1.08586 -0.5536 -0.1131 0.2940 -0.004
C -3.05279 0.66920 0.76091 0.4558 0.2268 -0.4977 0.000
C -3.28009 1.76568 -0.04907 -0.0592 0.7018 0.2886 -0.001
C -4.59197 2.14600 -0.28330 -0.4194 0.0414 0.2585 -0.002
C -5.64582 1.43113 0.27156 0.2032 -0.2711 -0.1689 0.000
C -5.37100 0.27784 0.99523 -0.4238 -0.3879 -0.2371 0.000
C -4.06896 -0.12647 1.23082 0.1426 0.1708 0.4937 0.002
H -2.46964 2.42191 -0.34471 0.1960 -0.3624 -0.1769 0.000
H -4.84319 3.02953 -0.85744 0.3231 0.0237 -0.0732 0.000
H -6.66234 1.76328 0.10704 -0.0541 -0.1253 -0.0292 0.000
H -6.17712 -0.38338 1.29782 -0.0314 0.2229 0.2326 0.000
H -3.80764 -0.96503 1.86174 -0.1237 -0.1811 -0.1909 0.000
F 1.02979 0.60433 2.43434 -0.1252 0.1741 0.4841 -0.025
C 1.03290 0.49148 3.76561 0.4162 -0.0670 0.2047 0.011
C 0.76273 1.59460 4.55265 -0.4809 0.0071 -0.1474 0.003
C 0.88074 1.46442 5.93051 0.4156 0.2736 -0.2384 0.000
C 1.32526 0.27878 6.49173 -0.6676 -0.2356 0.1793 0.000
C 1.55185 -0.83302 5.68248 -0.2740 0.2818 0.2663 0.000
C 1.39887 -0.72657 4.31070 0.4266 -0.2220 -0.2811 -0.001
H 0.38420 2.49555 4.08509 0.2374 0.0410 -0.0248 0.000
H 0.69697 2.33141 6.55342 -0.1405 -0.0688 0.0506 0.000
H 1.32010 0.18873 7.57239 0.3191 -0.0500 -0.0294 0.000
H 1.78961 -1.77893 6.15216 0.1502 -0.0469 -0.1627 0.000
H 1.61740 -1.53654 3.62233 -0.1792 -0.0325 0.0635 0.001
F 2.86345 0.10120 -0.69433 0.8317 0.0438 -0.1621 -0.008
C 3.89203 -0.64968 -1.11869 -0.3116 0.3378 0.0704 0.001
C 4.74112 -1.20163 -0.18625 0.2028 -0.0735 -0.2068 0.000
C 5.78144 -1.98973 -0.66636 -0.2126 -0.0874 0.5030 0.000
C 5.87408 -2.30674 -2.01151 0.7482 0.5867 0.1583 0.000
C 5.02508 -1.69315 -2.91930 0.1315 -0.0832 -0.1546 0.000
C 4.05440 -0.80893 -2.47968 -0.5381 -0.6611 -0.1309 0.002
H 4.57393 -1.01598 0.86460 0.0355 0.0158 0.0173 0.001
H 6.51485 -2.35955 0.04207 -0.0711 -0.1756 -0.0734 0.000
H 6.73111 -2.88311 -2.33860 -0.2112 -0.2145 -0.1539 0.000
H 5.13852 -1.91660 -3.97281 -0.1107 0.1087 -0.0302 0.000
H 3.30519 -0.39607 -3.14299 0.1314 0.1684 -0.0163 -0.001
```
Positions in Å, forces in eV/Å.

The HOMO energy (spin up / spin down) comes out at -0.05812 / -0.05312 hartree. As for the multiplicity: 3. As for the charge: -2. The value obtained for the HOMO-LUMO gap (spin up / spin down) is 0.212 / 0.167 Ha. The expectation value of S² is 2.01.

The following is a DFT calculation (wB97M-V/def2-TZVPD) of a structure of composition C24H17Br4MnN2O4Se.

Structure (XYZ):
```
53
Properties=species:S:1:pos:R:3:forces:R:3:mulliken_spin:R:1
Mn 0.12400 -0.83003 -0.36563 0.0972 -0.0069 0.0555 3.900
C 2.37729 -4.42554 -0.27553 0.0080 -0.0026 0.0050 0.001
C 1.29802 -3.44567 0.11581 0.0188 0.0232 -0.0449 0.019
O 1.21722 -2.42135 -0.63348 0.0180 -0.0553 0.0078 0.007
C 0.52927 -3.69937 1.23604 -0.0249 -0.0347 -0.0109 0.008
C -0.46857 -2.83009 1.74264 -0.0152 -0.0124 0.0163 0.030
C -1.19952 -3.23020 2.99363 -0.0020 0.0090 -0.0082 -0.005
N -0.76079 -1.69287 1.17945 0.0241 -0.0028 0.0134 -0.116
N -1.74433 -0.91525 1.79650 -0.0118 0.0072 0.0343 -0.003
C -1.83411 0.21911 1.17771 -0.0402 -0.0189 -0.0769 -0.014
O -1.13802 0.55547 0.14226 -0.0590 0.0656 0.0216 -0.003
C -2.82508 1.21175 1.68075 0.0183 0.0092 0.0123 0.005
C -3.63023 0.93952 2.78467 -0.0031 0.0062 0.0009 -0.002
C -4.54158 1.88093 3.23455 0.0036 -0.0060 -0.0024 0.000
C -4.65869 3.10609 2.58754 -0.0079 0.0077 0.0039 0.000
C -3.85650 3.38084 1.48948 -0.0020 0.0043 -0.0055 0.001
C -2.94329 2.43836 1.03679 0.0047 -0.0040 0.0114 0.003
H 2.54683 -4.36398 -1.34912 -0.0197 -0.0161 -0.0022 -0.001
H 2.12376 -5.44713 0.00747 0.0097 -0.0009 0.0254 0.000
H 3.30167 -4.13889 0.23160 0.0116 0.0087 -0.0236 0.002
H 0.70948 -4.61727 1.77737 0.0015 -0.0028 0.0041 0.002
H -0.89351 -4.22625 3.30908 0.0030 -0.0028 0.0023 0.000
H -2.27605 -3.20184 2.82787 -0.0003 -0.0060 -0.0011 0.002
H -0.98462 -2.50997 3.78435 -0.0049 0.0030 -0.0018 0.001
H -3.52107 -0.01735 3.27681 0.0003 -0.0020 -0.0017 0.000
H -5.16294 1.66135 4.09522 -0.0014 -0.0002 -0.0004 0.000
H -5.37099 3.84279 2.94100 0.0003 0.0004 -0.0007 0.000
H -3.93935 4.33470 0.98223 -0.0014 0.0007 0.0002 0.000
H -2.30416 2.63215 0.18609 0.0006 -0.0025 -0.0018 0.005
Br -1.90474 -1.11693 -7.08851 -0.0063 -0.0075 -0.0030 0.001
C -1.01730 -0.71871 -5.45689 0.0186 0.0293 -0.0266 0.008
C 0.05427 0.15218 -5.44072 -0.0085 -0.0100 -0.0111 -0.004
Br 0.67144 0.97330 -7.03519 0.0031 0.0034 -0.0139 0.000
C 0.69486 0.43115 -4.21624 -0.0152 -0.0188 0.0340 0.010
Br 2.17292 1.61191 -4.11000 0.0128 0.0082 0.0054 0.001
C 0.27666 -0.14236 -3.02906 0.0121 0.0065 0.0080 -0.019
O 0.84684 0.09335 -1.86975 0.0009 0.0201 -0.0536 -0.018
C -0.84455 -1.05420 -3.03157 -0.0089 -0.0027 -0.0022 0.002
O -1.19560 -1.56014 -1.90913 -0.0586 -0.0237 -0.0391 0.074
C -1.45732 -1.31236 -4.26424 -0.0139 -0.0189 0.0332 0.014
Br -2.92157 -2.51782 -4.21841 0.0107 0.0071 0.0000 0.001
Se 1.97855 0.00435 1.62530 0.0287 0.0507 -0.0182 0.080
C 2.97863 1.51236 1.02991 -0.0106 0.0074 0.0241 -0.001
C 3.22272 1.76322 -0.32698 -0.0200 -0.0080 0.0162 0.007
C 3.97440 2.85884 -0.72486 0.0109 0.0170 -0.0083 -0.003
C 4.50872 3.74092 0.20871 -0.0065 -0.0014 -0.0109 0.003
C 4.26492 3.51046 1.55717 0.0003 -0.0122 -0.0104 0.000
C 3.50991 2.41731 1.95791 0.0269 -0.0114 0.0146 0.000
H 2.79901 1.10295 -1.07325 0.0044 -0.0009 0.0300 -0.001
H 4.13724 3.02543 -1.78468 -0.0032 0.0035 0.0058 0.000
H 5.09492 4.59602 -0.10949 -0.0024 -0.0025 -0.0010 0.000
H 4.66197 4.18994 2.30532 -0.0009 -0.0003 0.0004 0.000
H 3.31896 2.24882 3.01152 0.0000 -0.0033 -0.0053 0.001
```
Positions in Å, forces in eV/Å.

The HOMO energy (spin up / spin down) comes out at -0.04836 / -0.04989 hartree. As for the multiplicity: 5. As for the charge: -2. The value obtained for the HOMO-LUMO gap (spin up / spin down) is 0.200 / 0.202 Ha. The expectation value of S² is 6.04.

The following is a DFT calculation (wB97M-V/def2-TZVPD) of a structure of composition C24H17CdN2O5.

Structure (XYZ):
```
49
Properties=species:S:1:pos:R:3:forces:R:3:mulliken_charge:R:1
Cd 1.97368 0.75963 1.25026 0.0061 -0.0913 -0.3913 0.227
O 6.05667 0.20578 -0.05872 -0.1781 0.1150 -0.0097 -0.503
C 4.74072 0.23185 -0.33202 -0.0060 -0.0775 0.0253 0.599
O 4.05677 1.18996 -0.05265 0.1369 0.0505 0.0377 -0.577
C 4.31616 -1.01213 -1.07182 0.2358 0.0519 -0.0708 -0.449
O 2.96565 -0.99367 -1.39329 -0.1769 0.0063 0.0630 -0.388
C 2.20944 -2.15756 -1.01619 0.1953 0.0689 -0.0931 -1.436
C 2.89913 -2.02203 1.32662 0.2493 0.1406 0.1990 0.204
O 3.50633 -3.08633 1.43855 -0.0230 -0.1060 0.0202 -0.697
O 3.32688 -0.90685 1.81756 -0.0969 -0.2196 -0.1508 -0.828
H 6.22434 1.02415 0.43148 0.1322 -0.0279 0.0207 0.365
H 4.61839 -1.87473 -0.46962 -0.0365 0.0149 0.0344 0.317
H 4.93067 -1.01898 -1.98530 -0.0402 -0.0698 0.0069 0.473
H 2.84693 -3.04500 -1.07009 -0.0346 -0.0210 -0.0119 0.521
H 1.41192 -2.23139 -1.74907 -0.0223 -0.0097 0.0195 0.448
C 0.71126 4.62065 -0.05739 -0.0719 -0.0857 -0.0057 -0.937
C -0.65480 4.45679 0.29924 0.0483 0.2490 -0.0252 -0.333
C -1.20593 3.22729 0.39070 -0.1024 -0.2443 -0.0275 -0.786
C -0.45373 2.02082 0.07078 0.2953 0.3437 -0.0340 1.203
N 0.93855 2.21492 -0.04691 -0.3262 0.2354 0.3545 -0.444
C 1.43636 3.47064 -0.14726 0.0121 -0.2169 -0.1349 -0.116
C -0.35484 -0.55310 -0.16196 -0.1152 0.2248 -0.1716 1.316
C -1.00239 -1.50331 -1.06775 -0.0588 0.0189 0.0341 -0.466
C -0.97530 -2.84735 -0.98102 0.0073 -0.0790 0.0452 -0.815
C -0.28749 -3.63125 0.03010 0.0125 0.0839 -0.0020 -0.624
C 0.81780 -3.28175 0.70594 -0.0710 0.0397 -0.0826 -1.352
C 1.62677 -2.04734 0.40435 -0.1282 0.0530 0.0515 3.109
H 1.18027 5.58762 -0.16119 -0.0210 0.0222 -0.0037 0.371
H -1.26349 5.32457 0.53113 0.0175 0.0052 0.0135 0.404
H -2.23171 3.13333 0.71634 0.0245 -0.0065 0.0058 0.446
H 2.51068 3.50052 -0.30824 0.0115 0.0249 0.0298 0.407
H -1.65989 -1.08290 -1.82484 0.0181 0.0644 0.0220 0.407
H -1.60375 -3.39657 -1.67614 0.0132 -0.0472 0.0207 0.393
H -0.73501 -4.58977 0.27764 -0.0288 -0.0044 -0.0262 0.405
H 1.18691 -3.93567 1.48639 0.0468 0.0152 0.0121 0.398
N -7.84756 -0.14503 0.69257 -0.0625 0.0070 0.0050 -0.598
C -6.71702 0.03322 0.57097 0.4893 0.0790 -0.0654 0.009
C -5.29373 0.24763 0.42009 -0.5651 -0.1158 0.0979 0.555
C -4.81355 1.26165 -0.40382 0.1036 0.1040 -0.0714 -0.712
C -3.45220 1.45212 -0.54680 -0.0346 -0.0075 -0.0748 -0.495
C -2.51367 0.64888 0.12206 -0.0216 0.0273 0.0783 -0.281
C -3.03131 -0.37018 0.94177 -0.0990 -0.0796 0.0181 0.057
C -4.38957 -0.57073 1.09340 0.1728 -0.0174 0.0158 -0.869
C -1.05328 0.77820 -0.03285 -0.0695 -0.2712 -0.0699 -0.621
C 0.75079 -0.82530 0.54986 0.1184 -0.2471 0.3231 -1.218
H -5.50931 1.89182 -0.94315 -0.0135 -0.0149 0.0001 0.418
H -3.09843 2.22359 -1.21815 0.0212 0.0026 0.0014 0.590
H -2.34194 -1.01628 1.47022 0.0554 0.0066 -0.0279 0.468
H -4.75319 -1.36040 1.73822 -0.0198 0.0052 -0.0050 0.438
```
Positions in Å, forces in eV/Å.

The HOMO energy comes out at -0.12875 hartree. As for the charge: -1. The value obtained for the HOMO-LUMO gap is 0.216 Ha.

Listing total energy for the structures above in their given order: -94182.0416 -185071.2444 -413174.8997 -42945.4928 eV.
Listing max |F| for the structures above in their given order: 0.7 1.3 0.1 0.6 eV Å⁻¹.